The following is a quantum chemistry calculation of C6H8N2 in the gas phase in a non-equilibrium geometry, from the OMol25 dataset.

Properties
Energy above the lowest of the compared OMol25 structures with the same formula, charge and spin in kJ/mol: 387.1
HOMO level in eV: -8.61
Net charge: 0
Gap between HOMO and LUMO in eV: 9.452

CARTESIAN COORDINATES (ANGSTROEM)
H (1.203, -0.582, 1.423)
H (-2.273, 0.066, -0.731)
C (0.861, 0.507, -1.266)
H (1.395, 2.426, 0.000)
C (0.084, -0.286, -0.281)
C (1.553, 1.749, -0.946)
H (-0.384, -2.122, 0.458)
H (-0.467, -2.290, -1.340)
C (-0.610, -1.571, -0.392)
H (-0.522, 0.244, 2.897)
N (0.510, 0.186, 1.148)
C (-1.493, -0.335, -0.130)
N (-1.747, -0.120, 1.327)
H (1.871, 2.089, -1.928)
H (0.663, -0.032, -2.134)
C (-0.645, 0.071, 1.896)